DFT (the ωB97M-V functional and the def2-TZVPD basis) results for C22H32Br2F6N3OP2Zn as an isolated structure in a non-equilibrium geometry.

Last column: natural (NBO) charge in e.
Cartesian coordinates (Å):
Zn1 7.4237 9.0609 13.8178  1.740
Br1 6.7015 7.8635 20.3698  0.156
C1 6.9911 8.1167 18.4848  0.018
C2 8.1413 8.7349 18.0675  -0.273
C3 8.3955 8.8619 16.7507  0.089
N1 7.5779 8.4534 15.8147  -0.594
C4 6.3720 7.9603 16.2182  0.179
C5 6.0221 7.7961 17.5626  -0.255
C6 5.5898 7.3560 15.1672  0.184
C7 4.5638 6.5048 15.5520  -0.229
C8 3.7719 6.0318 14.5169  -0.017
Br2 2.5580 4.6757 14.9745  0.182
C9 3.9931 6.4334 13.1913  -0.250
C10 4.9581 7.3946 12.9588  0.076
N2 5.7779 7.7859 13.9342  -0.613
H1 8.6745 9.3482 18.8661  0.264
H2 9.3025 9.3540 16.4196  0.211
H3 5.1210 7.5280 18.0004  0.256
H4 4.4845 6.2046 16.5336  0.246
H5 3.3654 6.1175 12.3769  0.262
H6 5.0812 7.7764 11.9146  0.229
F1 9.3525 10.9641 12.6594  -0.590
P1 8.3076 11.9883 13.2990  2.612
F2 8.2500 10.8711 14.5768  -0.640
F3 7.1246 10.9262 12.5531  -0.638
F4 9.4621 12.8102 14.0367  -0.576
F5 7.0973 12.7487 14.0027  -0.539
F6 8.4105 12.9122 12.0111  -0.546
O1 8.7343 8.1921 12.7417  -0.855
C11 8.8301 7.7344 11.5501  0.745
C12 8.0189 8.2533 10.4279  -0.527
C13 7.0990 7.2187 9.6648  -0.370
C14 7.8664 6.3960 8.6279  -0.407
C15 9.0474 5.6340 9.1622  -0.426
C16 10.0082 6.3579 10.0280  -0.249
N3 9.5562 6.6490 11.3948  -0.550
H7 8.7268 8.6798 9.7088  0.256
H8 7.3411 8.9832 10.8183  0.246
H9 6.4179 7.8687 9.1420  0.230
H10 6.5591 6.6363 10.3846  0.197
H11 8.2385 7.1279 7.9059  0.211
H12 7.1355 5.7583 8.1127  0.239
H13 9.6691 5.2375 8.4025  0.240
H14 8.8453 4.6828 9.6963  0.221
H15 10.5729 7.2282 9.6208  0.208
H16 10.8582 5.6929 10.0678  0.236
H17 10.0971 6.3334 12.1708  0.420
C17 12.6361 13.0248 11.9954  -0.638
C18 12.5818 13.1543 13.4462  -0.730
P2 12.3558 11.7025 14.5566  1.395
C19 12.8479 12.1548 16.2108  -0.775
C20 11.8972 11.5424 17.2496  -0.614
C21 12.9836 10.0659 13.9983  -0.736
C22 13.2920 9.0827 15.0309  -0.628
H18 12.3305 13.9266 11.4498  0.262
H19 12.0436 12.1700 11.5904  0.223
H20 13.6168 12.7617 11.6193  0.229
H21 11.7843 13.7838 13.7908  0.278
H22 13.4894 13.7064 13.8136  0.269
H23 12.7766 13.2602 16.2017  0.273
H24 13.8793 11.8469 16.3428  0.269
H25 10.8886 11.8052 16.9544  0.221
H26 12.1982 11.8791 18.2576  0.255
H27 11.8656 10.4413 17.2915  0.212
H28 13.8756 10.3871 13.4249  0.266
H29 12.3430 9.6761 13.2106  0.268
H30 14.1529 9.4023 15.6154  0.227
H31 13.5692 8.1008 14.6890  0.252
H32 12.5054 8.9762 15.7695  0.213

Force components x, y, z for each atom (eV/Å):
Zn -0.08 0.23 -0.06
Br 0.03 0.15 -1.13
C -0.37 0.25 1.24
C 0.79 1.56 3.12
C 1.45 1.04 -0.70
N -1.96 -0.57 -0.16
C 1.60 -0.62 0.76
C 1.99 0.67 -0.45
C -1.83 0.23 0.76
C 0.59 0.68 -3.16
C 0.08 -0.91 0.03
Br -0.18 0.20 -0.32
C -0.43 0.57 0.62
C -0.05 -0.67 -0.97
N 0.39 1.19 -1.07
H -0.04 -1.37 -1.36
H -0.04 0.05 -0.04
H -1.82 -0.80 -0.11
H -0.43 -0.74 1.74
H -0.13 -0.26 -0.01
H 0.14 -0.16 1.22
F 1.06 -0.10 -0.20
P -0.91 -0.10 -0.98
F -0.07 0.04 0.35
F 0.25 0.31 0.70
F -0.36 -0.24 0.35
F 0.98 -0.09 -0.63
F -0.78 -0.35 0.68
O 0.30 -0.35 -1.05
C -1.11 -0.40 2.50
C -0.24 -0.74 -0.80
C 1.69 0.81 0.14
C -0.70 0.29 0.06
C -0.44 -1.10 0.54
C 2.09 0.15 0.32
N 0.36 0.66 -1.70
H -0.31 0.34 -0.02
H 0.08 0.90 0.23
H -0.54 0.01 -0.22
H -0.33 -0.53 0.36
H -0.02 -0.14 -0.19
H 0.42 0.00 0.00
H 0.37 -0.11 -1.47
H -0.69 0.59 0.02
H -1.14 -0.01 -0.10
H 0.21 -0.50 0.74
H 0.24 -0.16 0.50
C -0.45 -1.51 -2.79
C 1.22 0.37 2.21
P -0.13 -0.15 -1.07
C -0.36 0.10 0.04
C 0.22 -0.37 0.39
C 0.21 1.71 -2.08
C 0.76 -0.46 2.24
H -0.04 -0.20 0.39
H -0.16 0.75 0.39
H 0.50 0.20 0.20
H -0.77 0.39 0.08
H -0.49 -0.64 -0.03
H 0.17 -0.50 0.28
H 0.33 0.09 0.14
H -0.32 0.47 0.53
H -0.54 0.03 -0.48
H 0.53 0.33 -0.22
H 0.01 -0.24 0.22
H -0.47 0.14 0.04
H 0.15 0.10 0.09
H -0.14 -0.31 -0.57
H -0.34 -0.23 -0.06

2S+1: 2
LUMO level (spin up / spin down): -5.98 / -7.42 eV
frontier orbital gap (spin up / spin down): 8.9 / 7.5 eV
molecular weight: 755.7 g/mol
total charge: +2